# C38H84N8O6

A cluster of 6 separate species, C38H84N8O6 in total in a non-equilibrium geometry (the ωB97M-V functional and the def2-TZVPD basis, the OMol25 dataset).

Bonds (Å) are listed after each position.
Geometry (Å):
1 C 3.091 3.789 -0.347  C2 1.479, H12 1.090, H13 1.092, H14 1.090
2 C 1.964 3.061 0.276  C1 1.479, C3 1.533, C4 1.570, N10 1.467
3 C 2.295 1.567 0.182  C2 1.533, H15 1.091, H16 1.090, H17 1.090
4 C 1.831 3.398 1.803  C2 1.570, C5 1.509, H18 1.090, H19 1.092
5 C 1.255 4.728 2.224  C4 1.509, C6 1.564, H20 1.091, H21 1.091
6 C -0.176 4.858 1.607  C5 1.564, C7 1.609, H22 1.090, H23 1.090
7 C -0.056 4.597 0.024  C6 1.609, C8 1.579, C9 1.523, N10 1.486
8 C -1.571 4.475 -0.404  C7 1.579, H24 1.090, H25 1.090, H26 1.090
9 C 0.484 5.871 -0.613  C7 1.523, H27 1.090, H28 1.090, H29 1.091
10 N 0.629 3.314 -0.277  C2 1.467, C7 1.486, O11 1.422
11 O 0.605 3.065 -1.677  N10 1.422, H30 0.963
12 H 4.064 3.302 -0.285  C1 1.090
13 H 2.972 3.811 -1.432  C1 1.092
14 H 3.154 4.857 -0.137  C1 1.090
15 H 3.262 1.392 0.655  C3 1.091
16 H 1.587 0.889 0.658  C3 1.090
17 H 2.405 1.238 -0.852  C3 1.090
18 H 1.468 2.580 2.425  C4 1.090
19 H 2.840 3.633 2.148  C4 1.092
20 H 1.327 4.819 3.308  C5 1.091
21 H 1.795 5.598 1.846  C5 1.091
22 H -0.448 5.900 1.780  C6 1.090
23 H -0.889 4.217 2.126  C6 1.090
24 H -2.109 5.420 -0.335  C8 1.090
25 H -2.032 3.642 0.125  C8 1.090
26 H -1.638 4.186 -1.454  C8 1.090
27 H 1.383 6.287 -0.159  C9 1.090
28 H -0.283 6.646 -0.630  C9 1.090
29 H 0.798 5.614 -1.625  C9 1.091
30 H -0.175 2.528 -1.851  O11 0.963
31 C 3.700 -1.074 -7.138  C32 1.556, H42 1.090, H43 1.091, H44 1.090
32 C 3.016 -1.588 -5.838  C31 1.556, C33 1.548, C34 1.558, N40 1.462
33 C 3.141 -3.130 -5.797  C32 1.548, H45 1.090, H46 1.090, H47 1.090
34 C 3.783 -0.950 -4.641  C32 1.558, C35 1.533, H48 1.090, H49 1.091
35 C 3.041 -0.936 -3.300  C34 1.533, C36 1.479, H50 1.091, H51 1.090
36 C 1.680 -0.408 -3.534  C35 1.479, C37 1.543, H52 1.090, H53 1.091
37 C 0.798 -1.066 -4.615  C36 1.543, C38 1.514, C39 1.629, N40 1.483
38 C 0.394 -2.462 -4.190  C37 1.514, H54 1.089, H55 1.090, H56 1.091
39 C -0.547 -0.161 -4.772  C37 1.629, H57 1.090, H58 1.090, H59 1.091
40 N 1.623 -1.142 -5.846  C32 1.462, C37 1.483, O41 1.397
41 O 0.896 -1.734 -6.881  N40 1.397, H60 0.961
42 H 3.696 0.010 -7.252  C31 1.090
43 H 4.737 -1.411 -7.165  C31 1.091
44 H 3.320 -1.516 -8.059  C31 1.090
45 H 2.289 -3.596 -6.292  C33 1.090
46 H 4.042 -3.528 -6.263  C33 1.090
47 H 3.074 -3.497 -4.773  C33 1.090
48 H 4.777 -1.348 -4.439  C34 1.090
49 H 3.879 0.122 -4.821  C34 1.091
50 H 3.096 -1.928 -2.849  C35 1.091
51 H 3.566 -0.291 -2.594  C35 1.090
52 H 1.686 0.646 -3.813  C36 1.090
53 H 1.121 -0.625 -2.622  C36 1.091
54 H 1.167 -3.219 -4.310  C38 1.089
55 H -0.454 -2.713 -4.828  C38 1.090
56 H 0.071 -2.528 -3.151  C38 1.091
57 H -0.314 0.884 -4.973  C39 1.090
58 H -1.195 -0.180 -3.895  C39 1.090
59 H -1.253 -0.592 -5.483  C39 1.091
60 H 0.627 -0.903 -7.280  O41 0.961
61 C -0.150 -3.401 2.881  C62 1.556, H72 1.091, H73 1.090, H74 1.091
62 C 0.133 -2.985 1.408  C61 1.556, C63 1.520, C64 1.501, N70 1.454
63 C 0.725 -1.591 1.289  C62 1.520, H75 1.092, H76 1.091, H77 1.090
64 C 1.128 -3.952 0.835  C62 1.501, C65 1.528, H78 1.091, H79 1.090
65 C 0.565 -5.324 0.466  C64 1.528, C66 1.561, H80 1.091, H81 1.090
66 C -0.569 -5.047 -0.572  C65 1.561, C67 1.620, H82 1.090, H83 1.090
67 C -1.737 -4.049 -0.057  C66 1.620, C68 1.563, C69 1.535, N70 1.476
68 C -2.463 -3.620 -1.373  C67 1.563, H84 1.090, H85 1.090, H86 1.090
69 C -2.659 -4.877 0.847  C67 1.535, H87 1.091, H88 1.089, H89 1.091
70 N -1.147 -2.941 0.720  C62 1.454, C67 1.476, O71 1.412
71 O -2.035 -1.952 1.197  N70 1.412, H90 0.962
72 H 0.802 -3.638 3.356  C61 1.091
73 H -0.724 -2.765 3.553  C61 1.090
74 H -0.726 -4.327 2.843  C61 1.091
75 H 0.398 -0.897 2.066  C63 1.092
76 H 1.783 -1.572 1.553  C63 1.091
77 H 0.483 -1.056 0.371  C63 1.090
78 H 1.434 -3.556 -0.135  C64 1.091
79 H 1.994 -4.151 1.466  C64 1.090
80 H 1.304 -5.875 -0.117  C65 1.091
81 H 0.381 -5.944 1.343  C65 1.090
82 H -0.953 -6.025 -0.864  C66 1.090
83 H -0.141 -4.583 -1.461  C66 1.090
84 H -2.647 -4.453 -2.052  C68 1.090
85 H -1.757 -2.993 -1.917  C68 1.090
86 H -3.419 -3.134 -1.176  C68 1.090
87 H -3.329 -4.162 1.326  C69 1.091
88 H -2.194 -5.574 1.544  C69 1.089
89 H -3.286 -5.445 0.159  C69 1.091
90 H -2.533 -2.418 1.876  O71 0.962
91 C 0.781 1.062 7.283  C92 1.518, H102 1.090, H103 1.091, H104 1.091
92 C 0.870 0.756 5.798  C91 1.518, C93 1.521, C94 1.582, N100 1.488
93 C 2.280 0.927 5.255  C92 1.521, H105 1.090, H106 1.091, H107 1.091
94 C 0.607 -0.801 5.703  C92 1.582, C95 1.507, H108 1.092, H109 1.090
95 C -0.844 -1.197 5.795  C94 1.507, C96 1.561, H110 1.090, H111 1.091
96 C -1.685 -0.322 4.814  C95 1.561, C97 1.567, H112 1.091, H113 1.092
97 C -1.591 1.220 5.076  C96 1.567, C98 1.501, C99 1.590, N100 1.454
98 C -2.312 1.826 3.907  C97 1.501, H114 1.090, H115 1.091, H116 1.091
99 C -2.450 1.619 6.353  C97 1.590, H117 1.090, H118 1.091, H119 1.090
100 N -0.168 1.519 5.052  C92 1.488, C97 1.454, O101 1.379
101 O 0.103 2.865 4.929  N100 1.379, H120 0.961
102 H 0.312 0.322 7.931  C91 1.090
103 H 1.690 1.390 7.789  C91 1.091
104 H 0.228 1.980 7.489  C91 1.091
105 H 3.009 0.137 5.429  C93 1.090
106 H 2.336 1.186 4.197  C93 1.091
107 H 2.729 1.825 5.682  C93 1.091
108 H 0.789 -1.115 4.673  C94 1.092
109 H 1.341 -1.324 6.315  C94 1.090
110 H -0.984 -2.235 5.492  C95 1.090
111 H -1.080 -1.095 6.855  C95 1.091
112 H -2.651 -0.826 4.751  C96 1.091
113 H -1.349 -0.605 3.815  C96 1.092
114 H -3.232 1.360 3.556  C98 1.090
115 H -1.719 1.919 2.996  C98 1.091
116 H -2.535 2.874 4.113  C98 1.091
117 H -2.409 2.650 6.705  C99 1.090
118 H -2.151 1.032 7.222  C99 1.091
119 H -3.480 1.367 6.103  C99 1.090
120 H 0.466 2.934 4.042  O101 0.961
121 N -5.488 0.685 -5.420  C122 1.324, H125 1.009, H126 1.008
122 C -4.783 0.646 -4.300  N121 1.324, N123 1.296, O124 1.216
123 N -4.063 1.710 -4.132  C122 1.296, H127 1.011, H128 1.008
124 O -4.780 -0.317 -3.558  C122 1.216
125 H -6.053 -0.147 -5.509  N121 1.009
126 H -5.373 1.378 -6.143  N121 1.008
127 H -3.657 1.735 -3.207  N123 1.011
128 H -4.192 2.515 -4.724  N123 1.008
129 N -2.417 -0.440 -1.548  C130 1.319, H133 1.012, H134 1.008
130 C -2.043 0.795 -1.277  N129 1.319, N131 1.334, O132 1.217
131 N -1.671 0.677 -0.001  C130 1.334, H135 1.009, H136 1.010
132 O -2.006 1.801 -1.960  C130 1.217
133 H -3.020 -0.509 -2.357  N129 1.012
134 H -2.394 -1.196 -0.881  N129 1.008
135 H -1.485 -0.240 0.377  N131 1.009
136 H -1.425 1.545 0.453  N131 1.010

For the relative energy (zero: lowest compared OMol25 entry of this formula, charge and spin), the calculation gives 208.2 kJ/mol. Its SMILES is CC1(C)CCCC(C)(C)N1O.CC1(C)CCCC(C)(C)N1O.CC1(C)CCCC(C)(C)N1O.CC1(C)CCCC(C)(C)N1O.NC(N)=O.NC(N)=O. As for the HOMO-LUMO gap: 0.314 Eh. Its LUMO energy is 0.50 eV. For the molar mass, the calculation gives 749.14 g mol⁻¹.

***

# C38H85ClN2O11S3Si

A cluster of 9 separate species, C38H85ClN2O11S3Si in total in a non-equilibrium geometry (the ωB97M-V functional and the def2-TZVPD basis, the OMol25 dataset).

Bonds (Å) are listed after each position.
Geometry (Å):
1 C -1.435 -1.283 3.138  Si2 1.873, H25 1.085, H26 1.087, H27 1.086
2 Si -0.693 -1.756 1.484  C1 1.873, C3 1.877, C4 1.891, C5 1.929
3 C 1.171 -1.540 1.507  Si2 1.877, H28 1.086, H29 1.085, H30 1.086
4 C -1.002 -3.608 1.255  Si2 1.891, H31 1.088, H32 1.084, H33 1.086
5 C -1.574 -0.899 -0.003  Si2 1.929, S6 1.810, C7 1.563, O11 1.447
6 S -0.864 -1.484 -1.562  C5 1.810, H34 1.340
7 C -3.056 -1.397 -0.019  C5 1.563, C8 1.507, H35 1.084, H36 1.082
8 C -3.959 -0.240 0.322  C7 1.507, O9 1.177, Cl10 1.771
9 O -4.290 0.025 1.420  C8 1.177
10 Cl -4.520 0.758 -1.029  C8 1.771
11 O -1.660 0.539 0.126  C5 1.447, C12 1.365
12 C -0.791 1.358 -0.534  O11 1.365, O13 1.186, C14 1.497
13 O -1.110 1.914 -1.532  C12 1.186
14 C 0.537 1.620 0.108  C12 1.497, C15 1.525, H37 1.082, H38 1.086
15 C 1.723 1.346 -0.810  C14 1.525, C16 1.531, H39 1.085, H40 1.087
16 C 3.047 1.289 -0.042  C15 1.531, S17 1.815, H41 1.084, H42 1.086
17 S 3.710 2.932 0.348  C16 1.815, C18 1.738
18 C 2.806 3.485 1.726  S17 1.738, S19 1.614, N20 1.405
19 S 2.412 5.044 1.867  C18 1.614
20 N 2.489 2.566 2.742  C18 1.405, C21 1.375, C24 1.388
21 C 1.229 2.279 3.214  N20 1.375, C22 1.360, H43 1.068
22 C 1.358 1.370 4.217  C21 1.360, N23 1.392, H44 1.070
23 N 2.707 1.082 4.396  C22 1.392, C24 1.306
24 C 3.350 1.797 3.511  N20 1.388, N23 1.306, H45 1.075
25 H -0.881 -0.470 3.593  C1 1.085
26 H -1.346 -2.163 3.770  C1 1.087
27 H -2.496 -1.058 3.077  C1 1.086
28 H 1.555 -2.419 2.018  C3 1.086
29 H 1.629 -1.547 0.524  C3 1.085
30 H 1.483 -0.688 2.106  C3 1.086
31 H -1.930 -3.901 1.743  C4 1.088
32 H -0.191 -4.192 1.674  C4 1.084
33 H -1.135 -3.858 0.206  C4 1.086
34 H 0.414 -1.756 -1.267  S6 1.340
35 H -3.315 -1.756 -1.008  C7 1.084
36 H -3.242 -2.139 0.747  C7 1.082
37 H 0.640 1.130 1.067  C14 1.082
38 H 0.541 2.689 0.301  C14 1.086
39 H 1.597 0.465 -1.432  C15 1.085
40 H 1.791 2.202 -1.477  C15 1.087
41 H 3.793 0.814 -0.668  C16 1.084
42 H 2.963 0.735 0.888  C16 1.086
43 H 0.338 2.715 2.819  C21 1.068
44 H 0.590 0.921 4.813  C22 1.070
45 H 4.419 1.803 3.396  C24 1.075
46 C -2.976 5.138 3.453  C47 1.520, H50 1.094, H51 1.090, H52 1.091
47 C -2.216 4.396 2.366  C46 1.520, C48 1.521, O49 1.432, H53 1.093
48 C -2.904 4.525 1.016  C47 1.521, H54 1.094, H55 1.091, H56 1.091
49 O -2.082 3.014 2.717  C47 1.432, H57 0.964
50 H -3.982 4.724 3.564  C46 1.094
51 H -2.470 5.034 4.413  C46 1.090
52 H -3.062 6.200 3.219  C46 1.091
53 H -1.200 4.791 2.299  C47 1.093
54 H -3.908 4.093 1.058  C48 1.094
55 H -2.350 3.985 0.247  C48 1.091
56 H -2.991 5.570 0.715  C48 1.091
57 H -2.966 2.637 2.786  O49 0.964
58 C -0.543 8.230 0.800  C59 1.522, H62 1.094, H63 1.092, H64 1.091
59 C 0.119 8.880 2.007  C58 1.522, C60 1.520, O61 1.428, H65 1.091
60 C 1.279 9.769 1.588  C59 1.520, H66 1.094, H67 1.091, H68 1.088
61 O 0.562 7.871 2.916  C59 1.428, H69 0.963
62 H 0.172 7.595 0.270  C58 1.094
63 H -1.373 7.596 1.116  C58 1.092
64 H -0.921 8.979 0.103  C58 1.091
65 H -0.617 9.472 2.553  C59 1.091
66 H 2.048 9.181 1.079  C60 1.094
67 H 1.746 10.222 2.464  C60 1.091
68 H 0.956 10.562 0.916  C60 1.088
69 H 1.216 7.337 2.452  O61 0.963
70 C -7.913 1.579 1.754  C71 1.521, H74 1.093, H75 1.090, H76 1.091
71 C -7.932 2.948 1.091  C70 1.521, C72 1.522, O73 1.426, H77 1.091
72 C -8.441 2.865 -0.340  C71 1.522, H78 1.094, H79 1.090, H80 1.091
73 O -6.625 3.520 1.115  C71 1.426, H81 0.963
74 H -7.243 0.905 1.214  C70 1.093
75 H -7.544 1.654 2.776  C70 1.090
76 H -8.910 1.135 1.774  C70 1.091
77 H -8.566 3.625 1.666  C71 1.091
78 H -7.787 2.225 -0.939  C72 1.094
79 H -8.446 3.853 -0.802  C72 1.090
80 H -9.452 2.457 -0.379  C72 1.091
81 H -6.048 2.936 0.611  O73 0.963
82 C -0.671 -0.184 -5.308  C83 1.522, H86 1.094, H87 1.090, H88 1.091
83 C 0.086 -1.457 -5.658  C82 1.522, C84 1.521, O85 1.429, H89 1.091
84 C -0.080 -1.818 -7.127  C83 1.521, H90 1.093, H91 1.090, H92 1.091
85 O -0.357 -2.537 -4.834  C83 1.429, H93 0.963
86 H -1.742 -0.317 -5.486  C82 1.094
87 H -0.545 0.063 -4.254  C82 1.090
88 H -0.325 0.660 -5.907  C82 1.091
89 H 1.146 -1.326 -5.434  C83 1.091
90 H -1.134 -1.999 -7.357  C84 1.093
91 H 0.466 -2.732 -7.361  C84 1.090
92 H 0.282 -1.020 -7.775  C84 1.091
93 H -1.294 -2.675 -5.010  O85 0.963
94 C 5.570 -5.010 1.761  C95 1.520, H98 1.094, H99 1.090, H100 1.090
95 C 4.077 -5.072 1.477  C94 1.520, C96 1.519, O97 1.431, H101 1.091
96 C 3.783 -5.921 0.251  C95 1.519, H102 1.094, H103 1.091, H104 1.091
97 O 3.556 -3.750 1.301  C95 1.431, H105 0.963
98 H 6.099 -4.555 0.919  C94 1.094
99 H 5.767 -4.398 2.641  C94 1.090
100 H 5.980 -6.007 1.928  C94 1.090
101 H 3.558 -5.485 2.342  C95 1.091
102 H 4.260 -5.493 -0.636  C96 1.094
103 H 2.710 -5.955 0.057  C96 1.091
104 H 4.149 -6.941 0.379  C96 1.091
105 H 4.002 -3.361 0.541  O97 0.963
106 C 3.620 -11.349 1.224  C107 1.521, H110 1.093, H111 1.090, H112 1.091
107 C 3.596 -9.946 0.636  C106 1.521, C108 1.520, O109 1.430, H113 1.091
108 C 3.045 -9.950 -0.780  C107 1.520, H114 1.092, H115 1.091, H116 1.088
109 O 4.912 -9.386 0.656  C107 1.430, H117 0.963
110 H 4.266 -12.000 0.629  C106 1.093
111 H 4.018 -11.333 2.239  C106 1.090
112 H 2.620 -11.785 1.248  C106 1.091
113 H 2.985 -9.297 1.266  C107 1.091
114 H 3.670 -10.560 -1.436  C108 1.092
115 H 3.036 -8.938 -1.189  C108 1.091
116 H 2.033 -10.347 -0.813  C108 1.088
117 H 5.476 -9.941 0.107  O109 0.963
118 C 2.451 14.167 -0.508  C119 1.521, H122 1.093, H123 1.090, H124 1.091
119 C 1.851 13.078 -1.384  C118 1.521, C120 1.521, O121 1.428, H125 1.090
120 C 0.958 13.667 -2.466  C119 1.521, H126 1.093, H127 1.090, H128 1.091
121 O 1.110 12.156 -0.582  C119 1.428, H129 0.964
122 H 1.661 14.728 -0.002  C118 1.093
123 H 3.086 13.730 0.263  C118 1.090
124 H 3.047 14.866 -1.096  C118 1.091
125 H 2.650 12.498 -1.845  C119 1.090
126 H 0.125 14.214 -2.016  C120 1.093
127 H 0.534 12.875 -3.084  C120 1.090
128 H 1.513 14.351 -3.109  C120 1.091
129 H 0.394 12.644 -0.161  O121 0.964
130 C 0.228 -13.865 -2.222  C131 1.521, H134 1.093, H135 1.090, H136 1.091
131 C 0.217 -12.466 -2.820  C130 1.521, C132 1.521, O133 1.428, H137 1.091
132 C -0.357 -12.468 -4.228  C131 1.521, H138 1.093, H139 1.090, H140 1.091
133 O 1.538 -11.924 -2.826  C131 1.428, H141 0.963
134 H 0.855 -14.530 -2.822  C130 1.093
135 H 0.643 -13.847 -1.214  C130 1.090
136 H -0.777 -14.286 -2.178  C130 1.091
137 H -0.375 -11.804 -2.186  C131 1.091
138 H 0.252 -13.092 -4.887  C132 1.093
139 H -0.357 -11.459 -4.642  C132 1.090
140 H -1.379 -12.849 -4.240  C132 1.091
141 H 2.084 -12.490 -3.381  O133 0.963

Its SMILES is C[Si](C)(C)[C@@](S)(CC(=O)Cl)OC(=O)CCCSC(=S)n1ccnc1.CC(C)O.CC(C)O.CC(C)O.CC(C)O.CC(C)O.CC(C)O.CC(C)O.CC(C)O. As for the HOMO-LUMO gap: 0.302 Eh. Its LUMO energy is -0.77 eV. For the molar mass, the calculation gives 905.84 g mol⁻¹.